1.
{"formula": "C19H23N3O4", "method": "ωB97M-V/def2-TZVPD", "species": ["C", "C", "C", "C", "C", "N", "C", "O", "N", "C", "C", "C", "C", "N", "C", "O", "C", "C", "C", "C", "C", "C", "C", "O", "C", "O", "H", "H", "H", "H", "H", "H", "H", "H", "H", "H", "H", "H", "H", "H", "H", "H", "H", "H", "H", "H", "H", "H", "H"], "coordinates": [[-4.29056, -2.39007, -0.20863], [-5.31291, -1.26282, -0.09207], [-6.72325, -1.83037, -0.25426], [-5.08046, -0.16540, -1.14064], [-3.99220, 0.85698, -0.77359], [-4.13878, 1.41626, 0.54374], [-3.10586, 1.11061, 1.36646], [-2.98748, 1.36835, 2.53501], [-2.16235, 0.43725, 0.57926], [-0.88363, 0.00911, 1.10169], [0.11350, 1.16661, 1.19157], [0.39957, 1.84332, -0.14901], [1.03490, 0.91784, -1.19018], [2.30184, 0.38540, -0.73907], [3.48244, 1.11351, -0.78737], [3.58489, 2.23691, -1.21028], [4.52439, 0.21556, -0.23011], [5.87610, 0.41075, -0.04083], [6.60872, -0.63646, 0.51035], [6.00056, -1.83311, 0.85599], [4.63615, -2.02931, 0.66370], [3.91136, -0.99105, 0.11799], [2.46791, -0.88458, -0.21050], [1.59157, -1.70040, -0.06877], [-2.58848, 0.26045, -0.70291], [-1.96829, -0.24952, -1.60212], [-4.36372, -2.86594, -1.18413], [-3.27528, -2.02597, -0.08557], [-4.47371, -3.14245, 0.55516], [-5.23522, -0.82136, 0.90829], [-6.84867, -2.25070, -1.24968], [-7.47500, -1.05745, -0.10897], [-6.89980, -2.61768, 0.47422], [-6.01171, 0.38696, -1.28888], [-4.80086, -0.61834, -2.09306], [-3.99375, 1.64792, -1.53659], [-4.99824, 1.80907, 0.88624], [-0.50568, -0.78574, 0.45607], [-1.05609, -0.39000, 2.10469], [1.03997, 0.77608, 1.61727], [-0.28375, 1.91170, 1.88398], [-0.52804, 2.23254, -0.57267], [1.06948, 2.68904, 0.02036], [0.37666, 0.07816, -1.42061], [1.22294, 1.48786, -2.10396], [6.34286, 1.34444, -0.31314], [7.66948, -0.51448, 0.67096], [6.59570, -2.62734, 1.28130], [4.15614, -2.95830, 0.92896]], "forces_ev_per_angstrom": [[-0.05, 0.20, 0.15], [-0.12, -0.09, -0.19], [0.22, 0.14, 0.16], [0.19, -0.01, 0.35], [-0.23, -0.04, -0.51], [-0.31, 0.22, -0.15], [-0.09, 0.12, -0.08], [0.13, 0.01, 0.42], [0.10, -0.11, 0.18], [0.31, 0.00, 0.23], [-0.18, -0.02, -0.22], [0.14, -0.23, 0.07], [-0.29, 0.25, -0.07], [-0.27, 0.11, -0.12], [0.02, 0.13, -0.06], [0.04, -0.01, 0.02], [0.16, -0.60, 0.27], [-0.16, 0.04, -0.05], [0.03, 0.10, -0.04], [-0.07, -0.09, 0.02], [-0.14, 0.08, -0.06], [0.61, 0.29, 0.01], [-0.09, -0.08, -0.03], [0.06, -0.07, 0.05], [-0.26, 0.29, -0.02], [0.02, -0.14, -0.22], [0.02, -0.07, -0.13], [0.15, -0.10, 0.00], [0.01, -0.10, 0.06], [-0.02, -0.01, -0.06], [-0.05, -0.07, -0.14], [-0.12, 0.06, -0.01], [-0.07, -0.11, 0.05], [0.01, 0.04, -0.08], [-0.06, 0.02, -0.10], [0.13, -0.16, 0.08], [0.11, -0.03, 0.14], [-0.11, 0.05, 0.08], [0.01, -0.04, -0.14], [0.03, 0.02, 0.09], [0.08, -0.04, 0.07], [-0.01, 0.09, -0.03], [-0.08, 0.05, -0.06], [0.11, 0.08, -0.03], [-0.03, -0.13, 0.05], [0.05, 0.10, -0.03], [0.08, 0.00, 0.02], [0.05, -0.06, 0.03], [-0.05, -0.10, 0.03]], "lowdin_charge": [-0.0574, -0.4224, -0.0807, -0.1119, -0.1969, 0.1310, -0.4987, 0.1043, 0.0634, -0.1145, -0.1510, -0.1519, -0.1146, 0.0422, -0.3532, 0.1333, -0.0731, 0.0074, -0.0622, -0.0622, 0.0076, -0.0730, -0.3526, 0.1281, -0.4086, 0.1069, 0.0891, 0.0629, 0.0812, 0.1315, 0.0826, 0.0747, 0.0766, 0.1157, 0.1285, 0.1605, 0.1617, 0.1078, 0.1349, 0.1141, 0.1142, 0.1129, 0.1139, 0.1079, 0.1341, 0.1219, 0.1061, 0.1061, 0.1218], "max_force_ev_per_a": 0.676, "smiles": "CC(C)C[C@H]1NC(=O)N(CCCCN2C(=O)c3ccccc3C2=O)C1=O", "charge": 0, "lumo_ev": -0.34, "multiplicity": 1}

2.
{"formula": "C3H4ClF2O3S", "method": "ωB97M-V/def2-TZVPD", "species": ["C", "C", "C", "O", "O", "O", "F", "F", "S", "Cl", "H", "H", "H", "H"], "coordinates": [[0.06462, -0.60280, 0.88576], [-0.02658, -0.57461, -0.54389], [2.75212, 0.57120, -0.77741], [2.60658, -0.35319, 1.71730], [4.56070, 1.00317, 1.08579], [4.31845, -1.31395, 0.33835], [2.40619, 1.78790, -0.42168], [3.52975, 0.60022, -1.83779], [3.67610, -0.06327, 0.70213], [0.08770, -2.23682, -1.30631], [-0.16674, 0.44385, 1.28929], [-0.18283, -1.64139, 1.28922], [1.22509, -0.57550, 0.97606], [1.78097, -0.02632, -0.72171]], "forces_ev_per_angstrom": [[-0.65, -0.72, -1.02], [-0.20, -0.27, -0.25], [-0.62, -2.35, 3.22], [0.38, 0.87, -1.06], [0.16, 0.51, 0.06], [-0.06, 0.31, -0.66], [-0.63, 2.33, -0.20], [-0.01, -0.19, -1.18], [0.40, -1.62, 1.12], [-0.16, 0.85, 0.85], [-0.16, -1.93, -0.01], [0.03, 1.77, 0.44], [-0.01, -0.12, 0.49], [1.53, 0.54, -1.80]], "lowdin_charge": [-0.2763, -0.4858, -0.5098, -0.3877, -0.3326, -0.3528, 0.0602, 0.0943, 0.4748, 0.4120, 0.1136, 0.0929, 0.0394, 0.0580], "max_force_ev_per_a": 4.034, "charge": -1, "lumo_ev": 3.09, "multiplicity": 1}

3.
{"formula": "C10H16O", "method": "ωB97M-V/def2-TZVPD", "species": ["C", "C", "C", "C", "C", "C", "O", "C", "C", "H", "H", "H", "H", "H", "H", "H", "H", "H", "H", "C", "C", "H", "H", "H", "H", "H", "H"], "coordinates": [[-2.08952, -0.36487, -1.09417], [-0.59864, -0.47527, -0.91144], [0.07324, -1.66981, -0.24791], [-0.62814, -2.41976, 0.73514], [0.00151, -3.32152, 1.54397], [1.35322, -3.57904, 1.25190], [2.03517, -4.52676, 1.97133], [2.10512, -2.88004, 0.34263], [1.40941, -1.89289, -0.42918], [-2.57623, 0.01515, -0.19708], [-2.54821, -1.33752, -1.34941], [-2.37757, 0.31058, -1.86415], [-0.04599, -0.36537, -1.88573], [-0.16656, 0.43634, -0.55529], [-1.70806, -2.19286, 0.61718], [-0.55244, -3.87758, 2.30200], [1.49937, -4.71445, 2.75037], [3.17784, -2.86264, 0.37083], [2.11703, -1.27044, -0.97314], [-0.03552, 4.87702, 0.43528], [-0.01626, 4.38973, -1.04916], [0.96865, 4.93958, 0.82597], [-0.78756, 5.72081, 0.42558], [-0.51490, 4.07671, 0.99024], [-1.01486, 4.07785, -1.27777], [0.16526, 5.28022, -1.63196], [0.75464, 3.62683, -1.09601]], "forces_ev_per_angstrom": [[-0.42, -1.12, 0.77], [1.93, -0.12, -2.28], [-0.99, 0.40, 0.69], [-0.79, 1.47, -2.02], [0.09, -0.48, -0.72], [0.45, -0.51, 1.11], [-0.21, -0.06, 0.48], [-1.97, 1.77, -0.71], [2.20, -0.99, 1.30], [-0.06, -0.19, 0.21], [0.19, 0.33, 0.14], [0.09, 0.61, -0.77], [-0.96, -0.64, 0.09], [-0.14, 0.72, 1.35], [0.59, -0.56, 1.23], [0.29, 0.01, -0.18], [0.20, -0.27, 0.02], [0.23, -0.58, -0.21], [-0.73, 0.22, -0.51], [-1.92, -0.67, -1.32], [0.39, 1.02, 1.81], [0.06, 1.02, 0.20], [1.53, -0.35, 0.75], [-0.08, -0.09, 0.41], [-0.35, -0.69, -0.41], [0.55, -0.13, -0.66], [-0.18, -0.14, -0.78]], "lowdin_charge": [-0.1136, -0.2281, -0.2396, -0.0373, -0.0211, -0.3336, 0.0345, -0.0030, -0.0395, 0.0731, 0.0847, 0.0568, 0.1198, 0.0951, 0.1128, 0.1171, 0.0965, 0.1117, 0.1136, -0.1695, -0.1685, 0.0539, 0.0825, 0.0445, 0.0480, 0.0513, 0.0578], "max_force_ev_per_a": 2.993, "smiles": "CCc1ccc(O)cc1.CC", "charge": 0, "lumo_ev": 0.85, "multiplicity": 1}

4.
{"formula": "C40H30O3", "method": "ωB97M-V/def2-TZVPD", "species": ["O", "C", "C", "C", "C", "C", "C", "C", "C", "C", "O", "C", "C", "C", "C", "C", "C", "C", "C", "C", "C", "C", "C", "C", "C", "C", "C", "C", "C", "C", "C", "C", "C", "C", "O", "C", "C", "C", "C", "C", "C", "C", "C", "H", "H", "H", "H", "H", "H", "H", "H", "H", "H", "H", "H", "H", "H", "H", "H", "H", "H", "H", "H", "H", "H", "H", "H", "H", "H", "H", "H", "H", "H"], "coordinates": [[3.37456, 0.17030, 1.67899], [2.30251, 0.77681, 1.73249], [1.93092, 1.49454, 3.03494], [0.67346, 2.08438, 3.31730], [0.33075, 2.54808, 4.59160], [1.24523, 2.43202, 5.64163], [2.49637, 1.83871, 5.37574], [2.83769, 1.36757, 4.10049], [1.33330, 0.89956, 0.53999], [1.29461, 2.41721, 0.24307], [0.81761, 3.24851, 1.05084], [1.81960, 3.05473, -1.05561], [2.92329, 2.61241, -1.78979], [3.20998, 3.15448, -3.05462], [2.40408, 4.19565, -3.55321], [1.37956, 4.74482, -2.75710], [1.09218, 4.17497, -1.51264], [1.66020, 0.08423, -0.71351], [2.72772, -0.81940, -0.84655], [2.79399, -1.65611, -1.96788], [1.81766, -1.56763, -2.96016], [0.81762, -0.59022, -2.89201], [0.76329, 0.25841, -1.78301], [0.16283, -0.27194, 1.38694], [0.90661, -1.45274, 1.95888], [1.05772, -1.68613, 3.35012], [1.81125, -2.78678, 3.81033], [2.50550, -3.59892, 2.86622], [2.29056, -3.42588, 1.47865], [1.39594, -2.42775, 1.05552], [-1.08102, -0.66013, 0.64110], [-1.86674, 0.32545, 0.00325], [-3.15493, 0.09454, -0.47319], [-3.75016, -1.15799, -0.21831], [-5.10010, -1.38274, -0.53461], [-5.38295, -1.80995, -1.85272], [-4.70405, -2.87545, -2.46560], [-4.63718, -2.87722, -3.86944], [-5.25596, -1.86568, -4.61104], [-6.09147, -0.94960, -3.97368], [-6.24139, -0.97687, -2.58351], [-3.00202, -2.18633, 0.34451], [-1.69236, -1.92847, 0.77351], [-0.13860, 2.18401, 2.59637], [-0.67208, 2.98102, 4.72662], [0.92581, 2.71095, 6.66624], [3.21190, 1.72884, 6.18471], [3.79464, 0.86956, 3.90008], [3.52656, 1.79327, -1.39887], [4.05080, 2.74629, -3.64137], [2.55948, 4.56139, -4.57931], [0.79177, 5.59742, -3.13059], [0.28034, 4.57178, -0.89658], [3.44053, -0.94381, -0.02749], [3.60188, -2.38747, -2.04973], [1.85525, -2.24145, -3.81932], [0.06034, -0.48174, -3.67483], [-0.03167, 1.00337, -1.66854], [-0.13530, 0.41555, 2.25847], [0.55323, -1.02270, 4.11100], [1.80451, -2.99655, 4.92005], [3.15571, -4.40150, 3.22374], [2.76833, -4.07484, 0.70941], [1.09797, -2.34240, -0.00577], [-1.46899, 1.32853, -0.11113], [-3.69339, 0.89857, -1.01252], [-4.17275, -3.61959, -1.86079], [-4.07655, -3.68023, -4.35500], [-5.10624, -1.82003, -5.68495], [-6.64611, -0.19531, -4.55049], [-6.88665, -0.26181, -2.06477], [-3.47111, -3.17426, 0.44322], [-1.19588, -2.77033, 1.28423]], "forces_ev_per_angstrom": [[-1.68, 1.02, 0.16], [2.09, 0.48, 0.24], [-0.63, -0.43, 0.48], [-0.29, -0.05, 0.50], [0.34, -0.09, -0.16], [0.00, -0.43, -0.07], [-0.25, 0.18, 0.02], [-0.30, 0.28, -0.05], [0.78, -2.34, 0.35], [-1.99, 2.66, 1.34], [1.06, -2.01, -2.17], [-0.15, -0.14, 0.08], [-0.08, -0.16, -0.38], [-0.28, 0.26, 0.30], [0.06, -0.20, 0.13], [0.27, -0.34, -0.12], [0.08, -0.14, -0.19], [0.34, 0.57, -0.15], [-0.13, -0.22, -0.04], [-0.21, 0.40, -0.01], [0.08, 0.08, -0.28], [-0.02, 0.28, 0.34], [0.06, -0.69, 0.21], [-0.52, 2.25, 1.40], [0.28, -0.97, -0.10], [-0.09, 0.19, 0.16], [-0.11, -0.01, -0.27], [-0.62, 0.41, 0.13], [-0.46, 0.07, 0.37], [0.25, 0.27, 0.19], [-1.50, 0.05, -0.24], [0.06, -0.20, -0.01], [-0.30, -0.24, 0.21], [0.00, -0.01, -0.74], [-0.09, -0.64, -0.28], [0.59, 0.63, 0.14], [-0.04, 0.66, -0.09], [-0.20, -0.11, 0.45], [0.05, -0.35, 0.13], [-0.57, -0.11, 0.16], [0.71, 0.18, -0.23], [-0.02, 0.52, -0.10], [0.25, -0.37, 0.27], [0.69, -0.10, 0.12], [0.61, -0.25, 0.08], [0.54, -0.09, -0.77], [-0.08, -0.02, -0.07], [-0.45, 0.28, 0.22], [-0.14, 0.19, -0.20], [-0.59, 0.32, 0.35], [0.01, -0.07, 0.63], [0.31, -0.53, 0.24], [0.32, -0.21, -0.24], [-0.33, 0.15, -0.56], [-0.28, 0.23, 0.02], [-0.02, 0.20, 0.26], [0.38, -0.14, 0.22], [0.36, -0.34, -0.34], [0.15, -1.52, -1.45], [0.65, -0.64, -1.05], [0.35, 0.19, -1.49], [-0.22, 0.27, -0.14], [-0.42, 0.45, 0.88], [0.34, -0.19, 0.85], [0.08, -0.03, 0.03], [0.23, -0.69, 0.54], [-0.11, 0.46, -0.33], [-0.16, 0.38, 0.04], [-0.09, -0.02, 0.12], [0.29, -0.46, 0.24], [0.45, -0.17, -0.14], [0.34, 0.50, 0.17], [-0.02, 0.70, -0.33]], "lowdin_charge": [0.0757, -0.2843, -0.1298, -0.0681, -0.0686, -0.0769, -0.0747, -0.0149, -0.0730, -0.2046, 0.0432, -0.1428, -0.0280, -0.0631, -0.0825, -0.0750, -0.0245, -0.2061, -0.0617, -0.0796, -0.0886, -0.0565, -0.0411, -0.0577, -0.2248, -0.0257, -0.0718, -0.0761, -0.0584, -0.0579, -0.1690, -0.0358, 0.0241, -0.2507, -0.0166, -0.2370, -0.0129, -0.0806, -0.1055, -0.0874, -0.0127, -0.0009, -0.0007, 0.1026, 0.1121, 0.1105, 0.0973, 0.1227, 0.1166, 0.1106, 0.1045, 0.1072, 0.1166, 0.1076, 0.1075, 0.1010, 0.1080, 0.1118, 0.1272, 0.1354, 0.1164, 0.0965, 0.1162, 0.1212, 0.1097, 0.1322, 0.1135, 0.1049, 0.0977, 0.1088, 0.1208, 0.1250, 0.1216], "max_force_ev_per_a": 3.582, "smiles": "O=C(c1ccccc1)C(C(=O)c1ccccc1)(c1ccccc1)[C@H](c1ccccc1)c1ccc(Oc2ccccc2)cc1", "charge": 0, "lumo_ev": -0.24, "multiplicity": 1}

5.
{"formula": "C6H6O2", "method": "ωB97M-V/def2-TZVPD", "species": ["C", "C", "C", "C", "C", "C", "O", "O", "H", "H", "H", "H", "H", "H"], "coordinates": [[-2.77919, -0.54524, -0.19238], [-1.51632, -0.12763, -0.07843], [-1.04497, 1.22815, -0.15656], [0.26884, 1.24087, 0.16690], [0.70937, -0.15619, 0.48733], [1.86204, -0.60556, -0.40570], [2.90564, -0.04251, -0.13554], [-0.47360, -0.89722, 0.31726], [-3.61267, 0.18428, -0.45570], [-3.18604, -1.53475, 0.11766], [-1.56345, 2.07292, -0.53518], [0.96239, 2.13404, 0.35414], [1.11207, -0.36004, 1.47593], [1.83283, -1.18497, -1.33757]], "forces_ev_per_angstrom": [[-1.93, 0.10, 0.16], [-1.09, -0.04, 0.33], [2.54, 0.38, -0.32], [0.35, 1.70, 0.78], [-0.44, -0.67, -0.59], [1.35, 2.14, 0.03], [-0.17, -0.81, -0.21], [-0.29, -1.56, 0.00], [1.55, -0.85, 0.28], [0.91, 0.71, -0.49], [-0.66, 0.44, 0.06], [-1.24, -1.49, -0.67], [-0.17, 0.43, 0.43], [-0.71, -0.48, 0.21]], "lowdin_charge": [0.0661, -0.3983, -0.0065, 0.0113, -0.2830, -0.1537, 0.0462, 0.0031, 0.0829, 0.0716, 0.1109, 0.1509, 0.1609, 0.1376], "max_force_ev_per_a": 2.593, "smiles": "C=C1C=C[C@H](C=O)O1", "charge": 0, "lumo_ev": 0.49, "multiplicity": 1}

6.
{"formula": "C6H13O3Ru", "method": "ωB97M-V/def2-TZVPD", "species": ["C", "O", "C", "C", "O", "C", "C", "O", "H", "H", "H", "H", "H", "H", "H", "H", "H", "H", "Ru", "C", "H", "H", "H"], "coordinates": [[2.88234, 1.39241, 0.11278], [1.78020, 0.63300, -0.34566], [1.69057, -0.73406, 0.12068], [0.49566, -1.32963, -0.58131], [-0.31008, -2.11973, 0.27549], [-1.65213, -2.02659, -0.15089], [-2.15315, -0.66035, 0.28148], [-1.13841, 0.28785, -0.02867], [2.75216, 2.40690, -0.27843], [2.88758, 1.41251, 1.21189], [3.81309, 0.95082, -0.27162], [1.59064, -0.72670, 1.21723], [2.61227, -1.22918, -0.21952], [0.87771, -2.07464, -1.30391], [-2.22477, -2.79079, 0.39020], [-1.78496, -2.14747, -1.23842], [-2.16567, -0.58126, 1.37864], [-3.12323, -0.42150, -0.17192], [0.09595, 0.77325, -1.42784], [-1.62886, 1.97175, 0.16118], [-1.29729, 2.06355, 1.20380], [-1.30273, 2.94569, -0.23288], [-2.69689, 2.00413, -0.10231]], "forces_ev_per_angstrom": [[1.29, 0.99, 0.43], [-0.03, -0.08, 0.02], [0.46, -0.58, 0.67], [1.57, -3.82, 0.97], [0.60, 1.83, -0.94], [-0.69, -0.10, 0.19], [-1.02, -0.41, 1.54], [-1.72, 4.17, -0.03], [0.17, -0.24, 0.13], [-0.02, -0.05, -0.33], [-0.28, 0.14, 0.13], [0.04, -0.09, -0.36], [-0.17, 0.08, 0.38], [-0.50, 0.77, -0.88], [0.07, 0.17, -0.29], [0.27, -0.21, 0.22], [-0.61, -0.39, -0.28], [0.28, 0.13, 0.10], [0.62, 0.62, -2.81], [-1.32, -0.98, 2.19], [-0.91, -0.37, -0.12], [1.59, -0.83, -1.60], [0.31, -0.75, 0.66]], "lowdin_charge": [-0.0089, -0.3880, -0.1302, -0.2088, -0.0618, -0.1409, -0.1421, -0.4092, 0.1140, 0.1256, 0.1274, 0.1658, 0.1594, 0.1539, 0.1655, 0.1480, 0.1604, 0.1562, 1.5783, 0.1208, 0.1081, 0.0994, 0.1070], "max_force_ev_per_a": 4.510, "s_squared": 8.77, "charge": 2, "lumo_ev": [-9.38, -11.06], "multiplicity": 6}

Number 1: E -1203.1654 hartree. Number 2: E -1400.4788 hartree. Number 3: E -465.8261 hartree. Number 4: E -1767.8673 hartree. Number 5: E -382.6313 hartree. Number 6: E -556.0280 hartree.